1.
{
  "formula": "C33H26AlF6N3O7PS3",
  "method": "ωB97M-V with the def2-TZVPD basis set",
  "e_homo_ev": -11.58,
  "gap_ha": 0.30704,
  "charge": 1,
  "symbols": ["Al", "F", "C", "F", "F", "S", "O", "O", "N", "S", "O", "O", "C", "F", "F", "F", "C", "C", "C", "C", "C", "C", "P", "C", "C", "C", "C", "C", "C", "C", "C", "C", "C", "C", "C", "H", "H", "H", "H", "H", "H", "H", "H", "H", "H", "H", "H", "H", "H", "H", "O", "C", "N", "S", "O", "O", "C", "C", "C", "C", "C", "C", "H", "H", "H", "H", "N", "C", "C", "C", "C", "C", "C", "H", "H", "H", "H", "H", "H", "H"],
  "xyz": [[-0.837, 0.515, 0.450], [-3.368, 3.740, -0.696], [-3.966, 3.503, 0.463], [-3.545, 4.399, 1.344], [-5.270, 3.622, 0.320], [-3.475, 1.776, 1.020], [-1.999, 1.865, 1.039], [-4.057, 1.480, 2.273], [-3.942, 0.874, -0.172], [-3.447, -0.602, -0.124], [-2.145, -0.705, 0.602], [-3.507, -1.287, -1.352], [-4.642, -1.495, 1.047], [-4.249, -1.379, 2.308], [-5.842, -0.952, 0.922], [-4.713, -2.782, 0.741], [2.122, -5.656, -0.062], [1.585, -5.045, 1.059], [1.093, -3.753, 0.980], [1.129, -3.058, -0.224], [1.631, -3.693, -1.358], [2.120, -4.984, -1.274], [0.865, -1.233, -0.229], [2.624, -0.849, 0.128], [2.998, -0.645, 1.453], [4.315, -0.398, 1.792], [5.286, -0.358, 0.808], [4.936, -0.607, -0.509], [3.620, -0.874, -0.844], [0.526, -0.964, -1.996], [1.187, -0.088, -2.847], [0.730, 0.072, -4.146], [-0.402, -0.591, -4.588], [-1.105, -1.414, -3.721], [-0.639, -1.599, -2.435], [2.558, -6.640, 0.012], [1.578, -5.564, 2.007], [0.707, -3.271, 1.869], [1.664, -3.171, -2.303], [2.530, -5.454, -2.154], [2.261, -0.712, 2.246], [4.573, -0.229, 2.828], [6.313, -0.151, 1.067], [5.689, -0.580, -1.284], [3.379, -1.115, -1.867], [2.038, 0.483, -2.503], [1.262, 0.727, -4.817], [-0.739, -0.464, -5.605], [-2.020, -1.892, -4.032], [-1.183, -2.239, -1.750], [-1.168, 1.172, -1.337], [-0.132, 1.905, -1.207], [0.553, 1.732, -0.102], [1.800, 2.842, 0.032], [3.050, 2.158, -0.046], [1.531, 3.630, 1.192], [1.427, 3.629, -1.529], [2.063, 4.658, -2.177], [1.596, 5.015, -3.440], [0.529, 4.343, -4.024], [-0.103, 3.299, -3.364], [0.354, 2.948, -2.101], [2.898, 5.166, -1.723], [2.077, 5.824, -3.967], [0.187, 4.633, -5.005], [-0.922, 2.759, -3.808], [-0.164, 0.703, 2.383], [-1.041, 0.163, 3.398], [-1.199, -1.211, 3.487], [-2.053, -1.748, 4.433], [-2.754, -0.911, 5.285], [-2.612, 0.461, 5.180], [-1.751, 1.003, 4.241], [-0.091, 1.717, 2.526], [0.787, 0.337, 2.488], [-0.668, -1.843, 2.790], [-2.181, -2.815, 4.502], [-3.420, -1.328, 6.023], [-3.172, 1.115, 5.830], [-1.652, 2.076, 4.152]],
  "forces_ev_per_angstrom": [[0.9, 0.2, 1.1], [0.1, -0.2, -0.1], [0.0, 0.3, -0.4], [0.1, -0.5, 0.2], [0.0, -0.4, 0.1], [-0.3, 0.9, 0.2], [-0.1, 0.7, 0.1], [-0.4, 0.2, 0.5], [0.1, 0.0, -0.2], [-1.2, -0.7, 0.4], [-0.3, -0.6, 0.0], [-0.2, -0.1, -0.6], [-0.2, -0.2, 0.4], [0.2, 0.1, -0.2], [0.2, 0.1, -0.2], [0.3, 0.2, -0.2], [0.0, 0.1, 0.0], [0.1, -0.1, 0.1], [-0.1, 0.1, 0.0], [-0.4, 0.0, 0.3], [-0.1, 0.2, 0.0], [0.1, 0.0, 0.0], [1.2, -0.9, -0.7], [-0.2, 0.2, 0.1], [-0.2, 0.1, -0.1], [0.0, 0.0, 0.2], [0.0, 0.0, 0.0], [0.0, 0.0, 0.0], [-0.1, 0.0, 0.0], [-0.1, 0.0, 0.0], [0.0, -0.2, 0.1], [0.0, 0.0, -0.1], [0.0, 0.0, 0.0], [0.0, 0.1, 0.0], [0.2, -0.1, 0.1], [-0.1, -0.1, 0.0], [0.0, 0.0, 0.1], [0.0, 0.0, 0.1], [0.0, 0.0, -0.1], [0.0, -0.1, -0.1], [0.0, 0.0, 0.1], [0.1, 0.0, 0.0], [0.1, 0.0, 0.0], [0.0, -0.1, 0.0], [0.0, 0.0, -0.1], [0.1, 0.0, 0.0], [0.1, 0.1, -0.1], [-0.1, 0.0, -0.1], [-0.1, -0.1, -0.1], [0.0, -0.1, -0.1], [0.4, 0.2, 0.2], [-0.9, 0.0, -0.9], [0.7, 0.5, -0.1], [0.5, -0.3, 0.4], [0.0, 0.2, -0.3], [-0.2, 0.3, 0.0], [-0.5, -0.6, 0.2], [0.2, 0.1, 0.1], [0.0, -0.1, 0.2], [0.0, -0.1, 0.0], [0.0, -0.1, 0.3], [0.2, 0.6, -0.5], [0.1, 0.1, 0.0], [0.0, 0.1, -0.1], [0.0, 0.0, -0.1], [-0.1, -0.1, -0.1], [0.2, 0.1, 0.0], [-0.2, -0.2, 0.5], [0.1, 0.1, -0.1], [0.1, 0.0, 0.0], [-0.1, 0.0, 0.0], [0.0, 0.0, 0.0], [0.1, 0.0, -0.1], [0.1, -0.2, -0.1], [-0.3, 0.1, 0.0], [0.1, -0.2, 0.0], [0.0, -0.2, 0.0], [-0.1, 0.0, 0.1], [0.0, 0.1, 0.0], [0.1, 0.1, 0.0]]
}

=====

2.
{
  "formula": "C33H26Cl2IrN7O3S3Te",
  "method": "ωB97M-V with the def2-TZVPD basis set",
  "spin_multiplicity": 6,
  "s2": 8.783,
  "e_homo_ev": [-9.36, -10.36],
  "gap_ha": [0.21688, 0.15832],
  "charge": 1,
  "symbols": ["Ir", "Cl", "C", "C", "C", "C", "C", "Cl", "C", "S", "H", "H", "H", "O", "S", "O", "O", "C", "N", "C", "C", "C", "N", "C", "C", "C", "N", "C", "C", "H", "H", "H", "H", "H", "H", "N", "C", "C", "C", "C", "C", "N", "H", "H", "H", "H", "H", "H", "Te", "C", "C", "C", "C", "C", "C", "H", "H", "H", "H", "H", "N", "C", "N", "C", "C", "C", "C", "C", "C", "S", "H", "H", "H", "H", "H", "H"],
  "xyz": [[-0.111, 0.913, -0.561], [2.593, 1.305, -1.638], [3.255, 2.897, -1.265], [4.553, 3.126, -1.679], [5.123, 4.362, -1.421], [4.387, 5.331, -0.760], [3.090, 5.064, -0.354], [2.237, 6.325, 0.468], [2.464, 3.827, -0.584], [0.830, 3.549, -0.018], [5.100, 2.353, -2.199], [6.136, 4.569, -1.736], [4.806, 6.306, -0.556], [4.200, -8.772, 1.773], [4.360, -7.337, 1.685], [3.770, -6.654, 2.819], [5.765, -6.987, 1.556], [3.502, -6.775, 0.208], [3.496, -7.617, -0.807], [2.874, -7.189, -1.900], [2.272, -5.940, -1.972], [2.357, -5.142, -0.838], [2.980, -5.568, 0.260], [1.776, -3.766, -0.755], [1.799, -3.091, 0.460], [1.277, -1.815, 0.527], [0.760, -1.190, -0.535], [0.726, -1.842, -1.702], [1.216, -3.125, -1.854], [2.857, -7.863, -2.747], [1.770, -5.633, -2.875], [2.217, -3.557, 1.339], [1.277, -1.269, 1.456], [0.296, -1.306, -2.540], [1.162, -3.583, -2.830], [-1.686, -1.714, 0.968], [-2.439, -1.412, -0.119], [-3.492, -2.268, -0.495], [-4.231, -1.971, -1.608], [-3.928, -0.826, -2.349], [-2.890, -0.044, -1.921], [-2.132, -0.314, -0.834], [-2.022, -2.420, 1.599], [-1.088, -1.005, 1.355], [-3.704, -3.144, 0.104], [-5.047, -2.618, -1.903], [-4.494, -0.546, -3.225], [-2.628, 0.860, -2.452], [-0.659, 2.790, -2.468], [-2.464, 3.579, -1.724], [-3.500, 3.803, -2.626], [-4.707, 4.324, -2.181], [-4.879, 4.637, -0.842], [-3.840, 4.426, 0.055], [-2.636, 3.896, -0.382], [-3.370, 3.580, -3.679], [-5.510, 4.496, -2.886], [-5.815, 5.056, -0.498], [-3.962, 4.681, 1.100], [-1.835, 3.749, 0.330], [2.377, 1.023, 1.780], [1.163, 1.159, 2.338], [0.037, 1.067, 1.662], [-1.057, 1.355, 2.497], [-2.386, 1.436, 2.097], [-3.346, 1.739, 3.046], [-3.001, 1.959, 4.380], [-1.680, 1.886, 4.787], [-0.722, 1.587, 3.830], [1.004, 1.486, 4.034], [2.423, 1.141, 0.776], [3.189, 1.303, 2.305], [-2.659, 1.276, 1.062], [-4.382, 1.813, 2.743], [-3.769, 2.203, 5.100], [-1.406, 2.064, 5.818]],
  "forces_ev_per_angstrom": [[-0.1, 0.4, -0.4], [0.2, 0.0, 0.0], [-0.1, -0.3, 0.0], [0.0, 0.1, 0.0], [0.0, 0.0, 0.0], [0.0, -0.1, 0.0], [0.0, 0.1, 0.0], [0.0, 0.0, 0.0], [0.1, 0.1, -0.1], [0.0, -0.2, 0.0], [0.0, 0.0, 0.0], [0.0, 0.0, 0.0], [0.0, 0.0, 0.0], [-0.1, 0.0, -0.1], [0.1, 0.0, 0.6], [-0.1, 0.0, -0.2], [0.0, 0.1, -0.3], [-0.1, 0.0, -0.3], [0.1, -0.1, 0.1], [-0.1, 0.1, -0.1], [0.1, -0.1, 0.2], [-0.1, 0.2, -0.1], [0.1, -0.1, 0.1], [0.1, -0.2, 0.0], [0.0, 0.1, 0.0], [0.1, -0.1, -0.2], [0.0, 0.1, 0.0], [0.1, 0.0, 0.1], [0.0, 0.1, 0.1], [0.0, 0.0, 0.0], [0.0, 0.0, 0.0], [0.0, 0.0, 0.0], [0.0, 0.0, 0.1], [0.0, 0.0, 0.0], [0.0, 0.0, 0.0], [0.0, -0.1, 0.1], [-0.1, 0.0, -0.1], [0.1, 0.1, 0.0], [-0.1, 0.0, -0.1], [0.0, 0.0, 0.1], [0.0, 0.0, 0.0], [-0.1, -0.2, 0.1], [0.0, 0.0, 0.0], [-0.1, 0.1, 0.0], [0.0, 0.0, 0.0], [0.0, 0.0, 0.0], [0.0, 0.0, 0.0], [0.0, 0.0, 0.0], [0.2, -0.1, 0.1], [-0.1, 0.1, 0.0], [0.0, 0.0, 0.0], [0.0, 0.0, 0.0], [0.0, 0.0, 0.0], [0.0, 0.0, 0.0], [0.0, 0.0, 0.1], [0.0, 0.0, 0.0], [0.0, 0.0, 0.0], [0.0, 0.0, 0.0], [0.0, 0.0, 0.0], [0.0, 0.0, 0.0], [0.0, -0.1, 0.0], [-0.2, 0.1, -0.1], [0.2, -0.2, 0.5], [0.0, -0.1, -0.1], [0.0, 0.0, 0.0], [0.0, 0.0, 0.0], [0.0, 0.0, 0.0], [0.0, 0.0, 0.0], [0.0, 0.0, 0.0], [0.0, 0.0, 0.0], [0.1, 0.0, 0.0], [0.0, 0.0, 0.0], [0.0, 0.0, 0.0], [0.0, 0.0, 0.0], [0.0, 0.0, 0.0], [0.0, 0.0, 0.0]]
}

=====

3.
{
  "formula": "C33H26ClN2OPtSe",
  "method": "ωB97M-V with the def2-TZVPD basis set",
  "e_homo_ev": [-2.67, -2.67],
  "gap_ha": [0.14498, 0.14490],
  "charge": -1,
  "symbols": ["Pt", "Cl", "C", "C", "C", "C", "O", "C", "C", "N", "C", "C", "C", "C", "C", "C", "C", "C", "N", "C", "C", "H", "H", "H", "H", "H", "H", "H", "H", "H", "H", "C", "C", "C", "C", "C", "C", "Se", "C", "C", "C", "H", "H", "H", "H", "H", "H", "H", "H", "H", "H", "H", "C", "C", "C", "C", "C", "C", "C", "C", "H", "H", "H", "H", "H"],
  "xyz": [[0.459, 0.202, 0.518], [-1.602, 6.328, 3.876], [-1.470, 4.848, 2.962], [-2.346, 4.615, 1.905], [-2.170, 3.488, 1.137], [-1.131, 2.557, 1.365], [-0.991, 1.614, 0.495], [-0.301, 2.774, 2.517], [0.744, 1.920, 2.927], [1.123, 0.816, 2.326], [2.207, 0.092, 2.740], [2.905, 0.265, 3.949], [4.007, -0.513, 4.241], [4.472, -1.466, 3.355], [3.803, -1.683, 2.142], [4.216, -2.646, 1.199], [3.469, -2.824, 0.048], [2.362, -2.028, -0.186], [1.972, -1.069, 0.671], [2.653, -0.906, 1.834], [-0.488, 3.948, 3.276], [-3.125, 5.327, 1.677], [-2.816, 3.299, 0.292], [1.291, 2.257, 3.807], [2.583, 1.001, 4.670], [4.517, -0.364, 5.183], [5.343, -2.063, 3.586], [5.107, -3.225, 1.394], [3.746, -3.576, -0.677], [1.770, -2.138, -1.081], [0.189, 4.144, 4.097], [-2.700, 2.307, 5.732], [-2.440, 1.201, 4.755], [-3.151, 1.127, 3.568], [-2.878, 0.163, 2.615], [-3.705, 0.083, 1.376], [-1.825, -0.737, 2.839], [-1.285, -1.886, 1.416], [-1.179, -0.761, 4.083], [-0.203, -1.840, 4.448], [-1.491, 0.220, 5.014], [-3.605, 2.852, 5.475], [-1.877, 3.022, 5.717], [-2.786, 1.918, 6.745], [-3.924, 1.856, 3.367], [-4.522, 0.800, 1.406], [-4.119, -0.921, 1.280], [-3.088, 0.273, 0.499], [-0.001, -2.476, 3.587], [-0.631, -2.463, 5.237], [0.740, -1.428, 4.809], [-0.965, 0.230, 5.961], [0.218, -0.183, -1.416], [0.443, -0.350, -2.599], [0.816, -0.593, -3.943], [1.170, 0.458, -4.795], [1.666, 0.201, -6.059], [1.815, -1.103, -6.505], [1.451, -2.152, -5.675], [0.952, -1.905, -4.411], [1.078, 1.478, -4.446], [1.964, 1.029, -6.690], [2.230, -1.299, -7.486], [1.581, -3.173, -6.008], [0.684, -2.725, -3.760]],
  "forces_ev_per_angstrom": [[-0.5, 0.6, -0.9], [-0.1, 0.1, 0.1], [0.5, -0.1, 0.6], [0.1, -0.7, -0.6], [-0.5, 0.7, 0.1], [0.5, -0.8, -0.3], [-0.1, 0.5, 0.2], [-0.3, 0.1, -0.4], [0.5, -0.9, -0.3], [-1.1, 1.5, 0.4], [1.5, -0.4, 1.4], [-1.1, 0.2, -1.1], [0.9, -0.8, -0.2], [-0.1, 0.4, 0.5], [-0.4, 0.2, -0.2], [-0.5, -0.1, -0.7], [1.1, -0.3, 0.9], [-0.9, 1.1, 0.6], [0.6, -0.8, -1.0], [0.7, -0.2, 0.6], [-0.2, 0.2, -0.1], [-0.1, 0.0, 0.0], [0.0, -0.1, -0.1], [0.0, -0.1, 0.0], [-0.1, 0.0, 0.0], [0.0, 0.0, 0.0], [0.0, 0.0, 0.1], [0.0, -0.1, 0.0], [0.0, 0.0, -0.1], [-0.1, 0.2, 0.0], [-0.1, 0.0, 0.1], [0.1, 0.0, 0.0], [-0.1, 0.0, 0.1], [0.1, 0.0, 0.1], [0.1, 0.1, 0.2], [0.1, 0.1, -0.1], [0.1, -0.7, -0.4], [-0.4, -0.6, 0.2], [-0.1, 0.2, 0.0], [0.1, -0.1, 0.0], [0.0, 0.2, -0.1], [-0.1, 0.0, 0.0], [0.1, 0.2, 0.1], [-0.1, 0.1, 0.1], [-0.2, 0.1, 0.0], [-0.1, 0.2, 0.0], [0.0, -0.1, -0.1], [0.0, -0.1, -0.1], [0.0, 0.0, 0.0], [0.1, 0.0, 0.1], [0.1, 0.0, 0.1], [0.1, 0.0, 0.2], [0.4, 0.2, 0.1], [-0.4, 0.0, 0.5], [0.2, 0.0, -0.2], [0.0, 0.0, 0.0], [0.0, 0.1, -0.1], [0.1, 0.0, -0.2], [0.1, -0.1, -0.1], [0.0, 0.0, -0.1], [0.0, 0.0, 0.1], [0.0, 0.0, 0.0], [0.0, 0.0, 0.0], [0.0, -0.1, 0.0], [0.0, 0.0, 0.1]]
}

=====

Energy relative to the best compared isomer or geometry (same formula, charge and spin) for the records above, in order: 17.9 14.3 23.5 kcal per mole
Energy for the records above, in order: -118140.3580 -118890.4533 -120787.6672 eV